Entry 1:
Molecular formula: C4H8OS
Method: DFT, ωB97M-V with the def2-TZVPD basis set

```
14
Properties=species:S:1:pos:R:3:lowdin_charge:R:1
C 0.446 -0.729 0.962 -0.326
C -1.213 0.054 -0.807 0.044
C 1.712 1.502 0.052 -0.236
C -0.589 -1.180 -0.067 -0.287
O 2.235 -0.683 -1.097 -0.530
S 2.095 -0.122 0.266 0.828
H 0.722 -1.590 1.499 0.053
H 0.020 0.054 1.561 0.082
H -0.527 0.852 -0.765 -0.006
H -1.835 -0.110 -1.672 0.042
H 1.580 2.251 0.871 0.052
H 1.693 1.856 -0.991 0.046
H -1.473 -1.555 0.485 0.106
H -0.237 -1.832 -0.947 0.131
```

## Properties
HOMO level (alpha / beta) = -0.30915 / -0.31400 Eh
Maximum force = 3.2 eV/Å
Energy above the lowest of the compared OMol25 structures with the same formula, charge and spin = 508.5 kJ/mol
Orbital gap (alpha / beta) = 8.631 / 7.727 eV
LUMO level (alpha / beta) = 0.22 / -0.82 eV

Entry 2:
Molecular formula: C4H4O
Method: DFT, ωB97M-V with the def2-TZVPD basis set

```
9
Properties=species:S:1:pos:R:3:lowdin_charge:R:1
C -2.243 -0.071 -0.344 0.124
C -1.125 -0.386 0.068 -0.049
C 0.317 -0.496 0.381 -0.326
C 1.253 0.485 -0.089 -0.153
H -3.265 0.196 -0.479 0.021
H 0.613 -1.000 1.340 0.154
H 1.108 1.432 -0.762 0.154
H 2.125 0.649 0.601 0.116
O 1.218 -0.808 -0.717 -0.041
```

## Properties
HOMO level = -0.36857 Eh
Maximum force = 3.4 eV/Å
SMILES = C#C[C@@H]1CO1
Energy above the lowest of the compared OMol25 structures with the same formula, charge and spin = 286.0 kJ/mol
Orbital gap = 11.105 eV
LUMO level = 1.08 eV

Entry 3:
Molecular formula: C20H20N2O5S
Method: DFT, ωB97M-V with the def2-TZVPD basis set

```
48
Properties=species:S:1:pos:R:3:lowdin_charge:R:1
C -0.873 4.236 1.133 -0.058
H -0.457 4.827 1.948 0.100
H -1.954 4.390 1.090 0.104
H -0.418 4.548 0.187 0.101
O -0.558 2.893 1.440 -0.106
C -1.087 1.912 0.680 -0.245
C -0.931 0.604 1.143 -0.171
C -1.420 -0.469 0.437 0.007
C -2.063 -0.276 -0.785 -0.131
C -2.226 1.029 -1.251 0.018
C -1.758 2.108 -0.528 0.016
H -1.907 3.103 -0.916 0.111
H -2.728 1.191 -2.192 0.125
C -2.538 -1.403 -1.560 -0.218
C -2.441 -2.759 -1.368 0.045
C -3.094 -3.316 -2.496 -0.348
N -3.533 -2.362 -3.277 0.101
O -3.198 -1.179 -2.714 0.006
C -3.292 -4.750 -2.816 -0.027
H -3.828 -4.843 -3.755 0.080
H -3.861 -5.234 -2.024 0.083
H -2.328 -5.251 -2.897 0.083
H -1.980 -3.285 -0.560 0.115
H -1.301 -1.451 0.862 0.118
S -0.067 0.286 2.688 0.724
O -0.501 1.173 3.723 -0.266
O -0.173 -1.121 2.938 -0.275
N 1.535 0.662 2.355 -0.145
C 2.077 0.294 1.123 -0.178
C 1.704 -0.898 0.512 0.010
C 2.219 -1.273 -0.718 -0.269
C 3.159 -0.450 -1.328 -0.044
C 3.564 0.723 -0.721 0.006
C 3.023 1.115 0.496 -0.198
O 3.459 2.292 1.045 -0.022
C 2.614 2.822 2.042 -0.144
C 2.187 1.748 3.042 -0.130
H 1.477 2.147 3.767 0.119
H 3.070 1.359 3.565 0.140
H 3.188 3.610 2.535 0.134
H 1.720 3.253 1.579 0.114
H 4.301 1.364 -1.180 0.119
H 3.581 -0.729 -2.281 0.110
C 1.749 -2.536 -1.374 -0.043
H 1.524 -3.294 -0.628 0.079
H 2.501 -2.923 -2.057 0.076
H 0.840 -2.342 -1.944 0.076
H 1.021 -1.543 1.037 0.100
```

## Properties
HOMO level = -0.30230 Eh
Maximum force = 1.4 eV/Å
SMILES = COc1ccc(-c2cc(C)no2)cc1S(=O)(=O)N1CCOc2ccc(C)cc21
Energy above the lowest of the compared OMol25 structures with the same formula, charge and spin = 326.7 kJ/mol
Orbital gap = 8.448 eV
LUMO level = 0.22 eV

Entry 4:
Molecular formula: C3H8N3O
Method: DFT, ωB97M-V with the def2-TZVPD basis set

```
15
Properties=species:S:1:pos:R:3:lowdin_charge:R:1
C 0.568 0.447 -0.030 -0.445
C -0.876 0.380 -0.613 -0.074
C -2.605 -0.918 0.351 0.257
N 1.133 1.553 0.442 0.178
N 0.970 -0.735 -0.189 -0.017
N 2.282 -1.096 0.212 0.038
O -1.885 0.104 0.350 0.076
H -0.982 1.361 -1.187 0.169
H -0.937 -0.328 -1.462 0.140
H -2.529 -1.656 -0.327 0.101
H -3.415 -0.892 1.154 0.180
H 0.531 2.347 0.368 0.110
H 2.264 -2.081 0.173 0.064
H 2.980 -0.578 -0.299 0.088
H 2.034 1.403 0.913 0.133
```

## Properties
Total charge = +1
HOMO level = -0.44202 Eh
Maximum force = 5.3 eV/Å
Energy above the lowest of the compared OMol25 structures with the same formula, charge and spin = 458.5 kJ/mol
Orbital gap = 5.721 eV
LUMO level = -6.31 eV

Entry 5:
Molecular formula: C4H40N2O14
Method: DFT, ωB97M-V with the def2-TZVPD basis set

```
60
Properties=species:S:1:pos:R:3:lowdin_spin:R:1
C -0.612 -0.691 -1.995 0.023
C 0.669 -1.204 -2.690 0.020
C 1.325 -2.342 -1.937 0.004
N 1.870 -2.028 -0.618 0.002
C -0.335 0.235 -0.825 0.189
N -0.665 -0.122 0.468 0.496
H -1.185 -1.576 -1.682 0.001
H -1.187 -0.144 -2.750 0.009
H 1.341 -0.327 -2.750 0.002
H 0.430 -1.317 -3.743 0.001
H 2.175 -2.635 -2.557 0.001
H 0.724 -3.245 -1.871 0.000
H 2.021 -1.072 -0.325 0.000
H 1.160 -2.287 0.060 0.002
H 0.696 0.631 -0.968 0.043
H -0.779 1.286 -1.058 0.110
H -0.585 0.695 1.095 0.010
H -1.638 -0.425 0.622 0.017
H -3.065 -2.687 1.385 0.000
H -2.403 -1.635 2.251 0.000
O -3.056 -1.743 1.546 -0.001
H -2.915 2.887 -1.384 0.001
H -2.271 2.235 -0.160 -0.001
O -2.466 2.084 -1.097 0.049
H -3.881 -1.103 -0.667 0.000
H -3.171 -0.080 -1.467 0.000
O -3.529 -0.975 -1.557 0.000
H 1.079 1.246 3.730 0.000
H 0.000 0.887 4.759 0.000
O 0.210 1.513 4.059 0.000
H 0.292 2.767 -3.622 0.000
H -1.199 2.815 -3.804 0.000
O -0.434 3.347 -3.881 0.000
H 2.548 -0.429 1.779 0.000
H 3.170 -0.579 3.189 0.000
O 2.349 -0.672 2.701 0.001
H 2.455 1.424 0.646 0.000
H 3.487 0.492 -0.188 0.000
O 3.221 0.847 0.673 0.001
H 0.753 -3.610 2.128 0.000
H -0.035 -2.668 1.224 0.003
O -0.125 -3.451 1.768 0.003
H 1.222 3.181 1.975 0.000
H 0.850 3.540 0.617 0.000
O 1.308 2.817 1.084 0.000
H -2.007 1.884 2.195 0.000
H -0.754 2.627 2.229 0.000
O -1.503 2.507 1.650 0.004
H 0.370 4.286 -2.127 0.000
H -0.087 3.737 -0.796 0.000
O 0.600 4.283 -1.186 0.000
H -2.845 -3.303 -1.607 0.000
H -2.239 -2.854 -0.373 0.000
O -1.983 -3.334 -1.164 0.001
H -0.563 -1.954 3.752 0.000
H -0.003 -0.898 2.874 0.001
O -0.829 -1.143 3.313 0.007
H 4.385 -1.173 -0.686 0.000
H 3.430 -0.318 -1.397 0.000
O 4.209 -0.231 -0.837 0.000
```

## Properties
Total charge = +1
HOMO level (alpha / beta) = -0.47782 / -0.47690 Eh
Expectation value of S² = 0.75
Spin multiplicity = 2
Maximum force = 6.1 eV/Å
Orbital gap (alpha / beta) = 10.087 / 5.298 eV
LUMO level (alpha / beta) = -2.92 / -7.68 eV

Entry 6:
Molecular formula: CH4N2O2
Method: DFT, ωB97M-V with the def2-TZVPD basis set

```
9
Properties=species:S:1:pos:R:3:lowdin_charge:R:1
C 0.778 -0.813 0.317 -0.255
N -1.640 -0.062 -0.523 -0.357
N 1.088 0.389 0.099 -0.356
O -1.766 0.994 0.555 -0.465
O 2.130 0.719 -0.637 -0.442
H 1.262 -1.677 -0.147 0.010
H -0.774 1.081 0.581 -0.032
H -0.167 -0.938 0.943 0.025
H -0.911 0.307 -1.188 -0.126
```

## Properties
Total charge = -2
HOMO level = 0.12746 Eh
Maximum force = 2.7 eV/Å
Energy above the lowest of the compared OMol25 structures with the same formula, charge and spin = 125.7 kJ/mol
Orbital gap = 4.569 eV
LUMO level = 8.04 eV

So what do the calculations give for energy? Going down the list: -630.44123 -229.91904 -1657.96764 -358.22181 -1338.87284 -300.18000 Ha.